# C30H50Cl6P2Si2W

A structure of composition C30H50Cl6P2Si2W at a distorted geometry (the ωB97M-V functional and the def2-TZVPD basis, the Open Molecules 2025 dataset).

Positions of all 91 atoms, in Å:
W  0.0436  -0.3424  -0.2887
C  1.3684  -1.7374  1.0232
C  0.1333  -2.4026  0.7431
C  0.0471  -2.5507  -0.7027
Si  -1.0079  -2.9774  2.1444
C  1.2355  -1.9457  -1.2861
C  2.0520  -1.4277  -0.1960
Si  3.7336  -0.5531  -0.1747
H  1.7178  -1.4847  2.0012
H  -0.6746  -3.1064  -1.2267
H  1.5115  -1.9913  -2.2973
Cl  -1.4090  0.7222  -2.0892
C  4.4530  -0.6705  1.5408
C  4.8941  -1.2541  -1.4334
C  -0.0476  -2.9792  3.7351
C  -1.7368  -4.6423  1.8155
H  5.1714  -2.2782  -1.1337
H  5.8161  -0.6500  -1.4586
H  4.4813  -1.2975  -2.4524
H  3.8012  -0.2158  2.3059
H  5.4210  -0.1430  1.5601
H  4.6311  -1.7231  1.8142
H  -0.9328  -5.3961  1.8300
H  -2.2618  -4.7198  0.8523
H  -2.4477  -4.8929  2.6200
H  0.7922  -3.6871  3.6968
H  -0.7102  -3.2613  4.5654
H  0.3586  -1.9892  3.9731
C  3.2871  1.2588  -0.5213
C  -2.3210  -1.5963  2.2259
P  1.7641  1.4007  -1.5311
H  4.1625  1.8337  -0.8849
H  3.0168  1.7022  0.4605
P  -2.5650  -0.8158  0.5846
H  -1.8848  -0.7960  2.8661
H  -3.2419  -1.9507  2.7350
C  -3.8867  0.4884  0.8180
C  -3.4936  -2.2171  -0.3343
C  2.4300  0.8117  -3.2285
C  1.4706  3.2287  -1.7987
C  0.3129  3.7004  -0.9013
H  1.1396  3.3079  -2.8466
C  2.7060  4.1299  -1.5981
H  3.0199  4.1148  -0.5433
H  2.4285  5.1672  -1.8511
H  3.5488  3.8316  -2.2357
H  -0.6065  3.1372  -1.1159
H  0.1306  4.7749  -1.0748
H  0.5781  3.5714  0.1629
H  2.7604  -0.2174  -3.0092
C  3.6375  1.5977  -3.7830
C  1.2991  0.7522  -4.2667
H  4.4706  1.6576  -3.0615
H  3.3470  2.6172  -4.0949
H  4.0088  1.0677  -4.6778
H  0.4787  0.1134  -3.9198
H  1.7082  0.3327  -5.2019
H  0.8936  1.7573  -4.4841
H  -2.7562  -3.0368  -0.3212
C  -3.7629  -1.8252  -1.7952
C  -4.7867  -2.7195  0.3429
H  -4.6265  -3.0134  1.3948
H  -5.1336  -3.6145  -0.2038
H  -5.5903  -1.9632  0.2906
H  -2.8319  -1.5589  -2.3088
H  -4.4601  -0.9702  -1.8656
H  -4.2194  -2.6895  -2.3073
C  -3.2350  1.8825  0.8354
C  -4.7759  0.3065  2.0655
H  -4.5153  0.4163  -0.0847
H  -4.1864  0.4296  2.9888
H  -5.2768  -0.6707  2.0805
H  -5.5575  1.0866  2.0557
H  -2.5388  1.9728  1.6877
H  -4.0197  2.6521  0.9515
H  -2.6874  2.0692  -0.0998
C  -3.4668  1.9253  -5.1052
H  -3.3258  1.0562  -5.7379
H  -4.4757  2.0617  -4.7326
H  -2.9791  2.8289  -5.4528
Cl  2.1556  3.4216  1.5965
C  1.6686  1.8480  2.3537
C  0.7086  0.9805  1.9196
C  0.0186  0.5435  3.0942
Cl  -1.5315  1.3595  3.5428
C  0.7037  0.2373  4.3910
Cl  -0.1816  -0.3050  5.7539
C  1.8965  0.8912  4.5816
Cl  2.6868  0.7443  6.0848
C  2.3729  1.7525  3.6045
Cl  3.6749  2.7362  4.0285

Cartesian forces, eV/Å:
W -0.94 2.02 -0.19
C -0.22 -0.96 -1.24
C 0.68 -0.14 0.30
C 1.31 1.20 0.70
Si -0.17 1.25 -0.26
C -0.79 0.12 1.78
C 0.16 -0.36 0.54
Si -0.99 0.74 0.03
H 0.09 0.15 0.37
H -0.81 -0.47 -0.55
H 0.25 0.04 -1.12
Cl 0.40 -0.32 0.43
C 0.18 -0.17 0.21
C 0.42 -0.36 -0.26
C 0.22 -0.20 0.17
C -0.11 -0.61 -0.09
H -0.02 0.27 -0.16
H -0.25 -0.21 -0.04
H 0.15 0.02 0.34
H 0.22 -0.14 -0.30
H -0.28 -0.16 0.08
H 0.00 0.31 -0.01
H -0.28 0.15 -0.02
H 0.15 0.00 0.31
H 0.19 0.03 -0.26
H -0.20 0.06 0.05
H 0.18 0.00 -0.14
H -0.14 -0.50 -0.24
C 0.43 0.20 0.36
C -0.03 -0.15 0.58
P 0.88 -0.73 -0.20
H -0.49 -0.17 0.02
H 0.40 -0.53 -0.80
P 0.15 -0.93 0.26
H -0.41 -0.85 -0.43
H 0.34 0.28 -0.36
C 0.18 0.38 -0.07
C 0.36 0.61 0.10
C -0.47 0.21 0.49
C -0.41 0.08 0.15
C -0.25 0.08 0.11
H 0.10 -0.11 0.21
C -0.05 -0.13 -0.01
H 0.04 0.04 -0.60
H 0.09 -0.35 0.05
H -0.19 0.14 0.25
H 0.26 0.23 0.05
H 0.00 -0.32 0.02
H -0.64 0.11 -1.03
H -0.13 0.28 -0.11
C -0.09 -0.10 0.14
C 0.19 -0.12 -0.09
H -0.34 0.04 -0.30
H 0.13 -0.43 0.16
H -0.11 0.23 0.29
H 0.14 0.23 -0.13
H -0.21 0.19 0.22
H 0.14 -0.44 0.09
H -0.22 0.22 -0.06
C -0.02 -0.23 0.03
C 0.20 0.03 0.01
H -0.12 0.16 -0.42
H 0.07 0.33 0.20
H 0.35 -0.31 0.04
H -0.28 0.01 0.08
H 0.31 -0.36 0.00
H 0.08 0.34 0.07
C -0.03 0.25 -0.03
C 0.05 -0.05 -0.13
H 0.17 -0.04 0.21
H -0.24 -0.10 -0.33
H 0.16 0.27 0.11
H 0.29 -0.27 0.00
H -0.57 0.09 -0.91
H 0.27 -0.25 -0.09
H -0.17 -0.01 0.31
C -0.59 0.25 -0.95
H 0.21 -0.12 0.31
H 0.18 -0.08 0.33
H 0.21 -0.06 0.32
Cl -0.09 -0.93 0.37
C 2.33 0.87 1.09
C -2.43 0.55 -0.81
C 1.71 -0.19 3.77
Cl 0.42 -0.95 -0.52
C -2.22 1.47 -3.06
Cl -0.21 -0.19 0.15
C 0.83 -0.37 -0.32
Cl 0.44 -0.12 0.50
C -1.37 -0.49 -0.08
Cl 0.88 0.54 -0.01

E_LUMO (spin up / spin down): -0.81 / -0.80 eV
Frontier orbital gap (spin up / spin down): 6.224 / 6.418 eV
Max |F|: 4.15 eV/Å
2S+1: 3
E_tot: -143212.0307 eV

# C17H21N5O2SSeTi

A structure of composition C17H21N5O2SSeTi (the ωB97M-V functional and the def2-TZVPD basis, the Open Molecules 2025 dataset).

Positions of all 48 atoms, in Å:
Ti  -0.2161  -0.1071  0.8457
O  -0.9789  1.2941  -0.4704
S  -0.0953  2.6433  2.2300
N  -0.8928  1.2644  2.2543
C  -0.4550  -3.7832  -0.3482
C  -1.4730  -2.7204  -0.2395
C  -2.9131  -3.0588  -0.2587
O  -1.1320  -1.5234  -0.1285
H  -0.5732  -4.2879  -1.3119
H  -0.6587  -4.5474  0.4077
H  0.5542  -3.3949  -0.2450
H  -3.0965  -4.0567  -0.6466
H  -3.4735  -2.3098  -0.8170
H  -3.2689  -3.0194  0.7779
Se  1.6773  -2.9767  4.1337
C  0.9702  -1.9841  2.9688
N  0.4616  -1.2703  2.1328
N  -1.9033  0.9303  1.4831
C  -1.9743  1.6567  0.2425
N  -2.9461  2.4388  -0.0801
C  -3.9944  2.8365  0.8777
C  -3.9499  4.3463  1.0824
C  -4.0482  5.0772  -0.2546
C  -2.9530  4.6109  -1.2108
C  -2.9991  3.0988  -1.3986
H  -3.8484  2.2887  1.8065
H  -4.9523  2.5369  0.4477
H  -3.0186  4.6132  1.5900
H  -4.7702  4.6280  1.7425
H  -3.9723  6.1524  -0.0978
H  -5.0295  4.8919  -0.7015
H  -1.9696  4.8937  -0.8254
H  -3.0648  5.0813  -2.1875
H  -2.1737  2.7305  -2.0017
H  -3.9392  2.7975  -1.8657
N  1.6411  0.2977  0.0236
C  2.7566  0.4439  -0.2338
C  4.1129  0.6290  -0.5641
C  5.0874  0.3815  0.4150
C  6.4150  0.5669  0.0911
C  6.7681  0.9881  -1.1868
C  5.7984  1.2313  -2.1547
C  4.4641  1.0565  -1.8526
H  4.7962  0.0547  1.4042
H  7.1801  0.3843  0.8325
H  7.8124  1.1295  -1.4310
H  6.0893  1.5587  -3.1427
H  3.6980  1.2445  -2.5926

Cartesian forces, eV/Å:
Ti -0.09 -0.38 0.44
O 0.01 0.10 -0.23
S -0.15 -0.03 0.15
N 0.32 0.28 -0.04
C 0.07 0.04 0.04
C -0.01 -0.13 -0.09
C -0.04 0.06 -0.01
O -0.05 -0.02 0.02
H -0.02 0.03 -0.02
H -0.02 0.01 0.00
H 0.00 -0.02 0.00
H 0.01 -0.01 0.00
H 0.01 0.00 0.01
H 0.02 -0.01 0.01
Se 0.03 -0.05 0.05
C -0.03 0.07 -0.01
N -0.04 0.08 -0.26
N 0.10 -0.11 -0.12
C -0.11 0.09 0.00
N 0.08 -0.06 0.02
C -0.07 0.07 0.08
C 0.01 -0.01 -0.04
C 0.02 0.01 0.02
C -0.03 -0.02 0.03
C 0.01 0.09 -0.10
H 0.01 -0.01 -0.01
H 0.02 -0.03 -0.02
H 0.00 -0.01 0.00
H 0.00 -0.01 0.00
H -0.01 0.00 0.00
H 0.00 0.00 0.00
H 0.00 0.00 0.00
H 0.01 -0.01 -0.01
H 0.00 -0.02 0.02
H 0.00 -0.02 0.02
N 0.01 -0.03 0.15
C -0.23 0.05 -0.12
C 0.29 0.02 0.01
C -0.09 -0.01 -0.03
C 0.06 0.00 0.02
C -0.05 0.00 0.00
C 0.05 0.00 0.01
C -0.11 0.01 0.01
H 0.01 0.00 0.00
H 0.00 0.00 0.00
H 0.00 0.00 0.00
H -0.01 0.00 0.00
H 0.00 0.00 0.00

E_LUMO: -8.20 eV
Charge: +2
Frontier orbital gap: 6.397 eV
Max |F|: 0.59 eV/Å
E_tot: -128797.6466 eV